(1)
Below is a molecular structure, C31H34F7FeIN2O2P2Sb, with properties calculated with ωB97M-V/def2-TZVPD.

Structure (ORCA input):
```
! wB97M-V def2-TZVPD RIJCOSX def2/J DEFGRID3
* xyz 1 5
Fe -0.215 -0.367 0.188
C -4.356 1.100 -1.444
C -3.168 1.890 -1.832
N -3.255 2.711 -2.827
C -2.262 3.511 -3.200
C -1.090 3.595 -2.482
C -0.004 4.554 -2.911
O 0.341 5.486 -1.913
C -0.907 2.720 -1.388
C 0.196 2.874 -0.494
N 0.590 2.011 0.382
C 1.534 2.351 1.350
C 2.386 3.463 1.251
C 3.298 3.772 2.238
C 3.378 2.995 3.383
C 2.558 1.888 3.509
C 1.670 1.560 2.497
I 0.456 -0.188 2.771
C -1.912 1.742 -1.098
O -1.743 0.798 -0.281
H -5.192 1.374 -2.079
H -4.611 1.283 -0.402
H -4.158 0.034 -1.535
H -2.444 4.106 -4.083
H -0.317 5.058 -3.830
H 0.910 3.990 -3.123
H -0.386 6.104 -1.788
H 0.659 3.858 -0.554
H 2.339 4.092 0.374
H 3.941 4.629 2.116
H 4.077 3.241 4.166
H 2.600 1.273 4.395
C 3.690 1.252 -0.887
P 2.608 -0.167 -0.416
C 3.709 -0.935 0.855
C 2.913 -1.385 -1.750
C 4.026 -1.367 -2.579
C 4.239 -2.395 -3.482
C 3.353 -3.458 -3.545
C 2.235 -3.479 -2.729
C 2.003 -2.437 -1.841
P 0.507 -2.372 -0.797
C 0.826 -3.616 0.513
C -0.735 -3.250 -1.806
H 3.271 1.792 -1.734
H 4.686 0.898 -1.140
H 3.780 1.929 -0.040
H 4.705 -1.068 0.429
H 3.330 -1.908 1.162
H 3.771 -0.289 1.729
H 4.740 -0.562 -2.531
H 5.105 -2.376 -4.124
H 3.533 -4.274 -4.226
H 1.553 -4.313 -2.790
H 1.262 -4.506 0.060
H -0.125 -3.874 0.981
H 1.496 -3.236 1.282
H -0.429 -4.285 -1.942
H -0.864 -2.769 -2.772
H -1.684 -3.252 -1.282
F 0.090 -0.245 -8.401
C 0.059 -0.212 -7.067
C 1.209 0.161 -6.373
C 1.176 0.204 -5.004
C -0.008 -0.124 -4.284
C -0.077 -0.028 -2.909
C -1.149 -0.521 -5.039
C -1.119 -0.554 -6.407
H 2.099 0.413 -6.930
H 2.056 0.490 -4.448
H -0.997 -0.253 -2.399
H 0.737 0.391 -2.339
H -2.053 -0.776 -4.509
H -1.986 -0.833 -6.984
F -1.666 -1.653 0.754
Sb -3.633 -2.351 0.999
F -3.183 -2.327 2.833
F -4.169 -0.546 1.136
F -5.343 -3.098 0.971
F -3.588 -2.162 -0.916
F -2.706 -4.024 0.820
*
```

Output
**HOMO-LUMO gap (alpha / beta)**: 4.3 / 4.3 eV
**Energy relative to the best compared isomer or geometry (same formula, charge and spin)**: 45.28 kcal per mole



(2)
Below is C31H34N4O3 in the gas phase, with properties calculated with ωB97M-V/def2-TZVPD.

Structure (ORCA input):
```
! wB97M-V def2-TZVPD RIJCOSX def2/J DEFGRID3
* xyz 0 1
C 6.758 1.087 1.091
H 6.051 1.195 0.272
H 7.548 1.824 0.964
C 6.061 1.274 2.433
H 6.785 1.168 3.242
H 5.638 2.281 2.493
C 4.948 0.245 2.642
N 3.898 0.380 1.662
C 3.637 -0.571 0.732
O 4.191 -1.654 0.731
C 2.588 -0.215 -0.264
C 2.279 1.083 -0.656
C 1.291 1.315 -1.591
C 0.546 0.276 -2.160
C 0.917 -1.044 -1.812
C 1.925 -1.264 -0.891
H 2.232 -2.270 -0.653
N 0.309 -2.132 -2.460
C -0.018 -3.363 -1.968
O -0.382 -4.243 -2.723
C 0.045 -3.541 -0.491
C -0.486 -2.602 0.386
C -0.433 -2.799 1.757
C 0.161 -3.958 2.244
C 0.670 -4.909 1.378
C 0.606 -4.710 0.012
H 0.994 -5.444 -0.678
H 1.118 -5.810 1.770
H 0.217 -4.117 3.311
C -0.974 -1.764 2.697
H -0.204 -1.019 2.904
H -1.270 -2.213 3.641
H -1.833 -1.252 2.268
H -0.953 -1.706 0.000
H 0.165 -2.028 -3.457
N -0.454 0.508 -3.089
C -0.596 1.801 -3.715
C -1.454 2.778 -2.888
H -2.018 3.431 -3.555
H -0.840 3.415 -2.249
C -2.461 2.002 -2.028
C -2.907 0.758 -2.799
C -1.723 -0.202 -3.023
H -1.687 -0.928 -2.213
H -1.889 -0.749 -3.959
H -3.327 1.090 -3.749
H -3.699 0.247 -2.250
C -1.975 1.682 -0.604
C -2.985 2.447 0.221
N -3.845 3.053 -0.500
O -3.620 2.854 -1.821
C -2.996 2.490 1.669
C -1.994 1.864 2.411
C -2.024 1.902 3.793
C -3.047 2.564 4.451
C -4.044 3.193 3.720
C -4.023 3.158 2.341
H -4.791 3.639 1.756
H -4.842 3.711 4.232
H -3.068 2.590 5.530
H -1.246 1.412 4.359
H -1.188 1.350 1.909
H -0.959 2.030 -0.417
H -2.022 0.616 -0.379
H 0.391 2.219 -3.915
H -1.080 1.624 -4.681
H 1.091 2.336 -1.874
H 2.819 1.932 -0.258
H 3.416 1.263 1.624
H 5.343 -0.768 2.529
H 4.525 0.352 3.647
H 7.195 0.094 1.029
*
```

Output
**HOMO-LUMO gap**: 8.5 eV
**SMILES**: CCCNC(=O)c1ccc(N2CCC3(CC2)CC(c2ccccc2)=NO3)c(NC(=O)c2cccc(C)c2)c1



(3)
Below is a molecular structure, C31H35AsKN10O7, with properties calculated with ωB97M-V/def2-TZVPD.

Structure (ORCA input):
```
! wB97M-V def2-TZVPD RIJCOSX def2/J DEFGRID3
* xyz -1 1
K 0.531 0.389 0.245
N 2.813 2.882 -2.869
C 2.678 1.942 -1.907
N 2.483 2.179 -0.651
C 2.314 3.512 -0.246
N 1.933 3.842 0.928
N 1.755 2.864 1.867
C 0.579 2.565 2.226
C 0.363 1.584 3.326
C -0.665 1.803 4.239
C -0.868 0.881 5.249
C -0.054 -0.241 5.305
C 0.934 -0.382 4.343
N 1.152 0.507 3.374
C 2.564 4.591 -1.227
C 2.547 5.940 -0.887
C 2.715 6.914 -1.852
C 2.897 6.543 -3.185
C 2.923 5.210 -3.540
C 2.762 4.233 -2.557
H 2.668 2.578 -3.818
H 2.774 0.919 -2.242
H -0.311 3.002 1.763
H -1.289 2.682 4.143
H -1.660 1.025 5.974
H -0.191 -1.000 6.064
H 1.577 -1.257 4.337
H 2.382 6.202 0.151
H 2.692 7.961 -1.578
H 3.020 7.301 -3.949
H 3.066 4.910 -4.573
O 0.639 1.053 -3.331
C 0.070 0.271 -2.543
O 0.632 -0.610 -1.815
C -1.449 0.384 -2.466
C -2.200 -0.057 -3.506
C -3.607 0.051 -3.460
C -4.234 0.601 -2.372
C -3.488 1.079 -1.307
C -2.038 1.035 -1.298
O -1.318 1.502 -0.387
N -4.244 1.595 -0.172
O -3.643 2.096 0.760
O -5.449 1.351 -0.124
N -4.406 -0.425 -4.568
O -5.621 -0.287 -4.524
O -3.831 -0.956 -5.510
H -1.732 -0.489 -4.381
H -5.309 0.667 -2.338
C 3.395 -3.608 0.721
As 2.798 -1.738 0.749
C 3.845 -1.197 -0.822
C 4.110 -1.102 2.067
H 4.485 -3.649 0.696
H 2.995 -4.100 -0.167
H 3.029 -4.137 1.601
H 4.779 -1.758 -0.873
H 4.071 -0.134 -0.726
H 3.255 -1.355 -1.726
H 5.128 -1.320 1.738
H 3.934 -1.584 3.031
H 3.981 -0.026 2.195
C -1.217 -5.244 -0.515
C -0.503 -4.109 -1.211
N -0.329 -3.009 -0.278
C -1.317 -2.639 0.626
N -1.231 -1.476 1.166
C -2.240 -1.043 2.122
C -2.966 -2.201 2.788
C -3.427 -3.149 1.701
N -2.282 -3.593 0.925
C -2.524 -4.712 0.030
H -0.604 -5.610 0.313
H -1.399 -6.069 -1.205
H -1.077 -3.805 -2.096
H 0.482 -4.423 -1.559
H 0.090 -2.184 -0.702
H -2.964 -0.389 1.622
H -1.753 -0.425 2.879
H -3.816 -1.843 3.373
H -2.283 -2.735 3.457
H -4.163 -2.645 1.060
H -3.908 -4.035 2.118
H -3.176 -4.417 -0.806
H -3.054 -5.479 0.596
*
```

Output
**HOMO-LUMO gap**: 7.0 eV
**Energy relative to the best compared isomer or geometry (same formula, charge and spin)**: 21.73 kcal per mole



| no. | total energy (Eh) |
| --- | --- |
| 1 | -4644.98720 |
| 2 | -1646.45053 |
| 3 | -5112.22692 |